Record 1
The following is a DFT calculation (ωB97M-V/def2-TZVPD) of a cluster of 2 separate species, C14H16O in total at a distorted geometry.

Cartesian coordinates (Å):
C  3.503  -1.750  -1.643
C  2.137  -2.171  -1.254
C  1.804  -1.649  0.014
C  0.523  -1.962  0.491
C  -0.429  -2.477  -0.420
O  -1.746  -2.741  -0.150
C  -0.017  -3.088  -1.621
C  1.305  -3.028  -2.092
H  3.569  -0.704  -1.999
H  3.761  -2.344  -2.490
H  4.351  -1.780  -0.981
H  2.534  -1.078  0.528
H  0.108  -1.603  1.475
H  -2.062  -2.172  0.456
H  -0.921  -3.406  -2.148
H  1.601  -3.558  -3.066
C  -1.507  4.963  0.116
C  -1.193  3.569  0.631
C  -2.124  2.828  1.421
C  -1.900  1.592  1.947
C  -0.611  1.033  1.785
C  0.278  1.595  0.841
C  -0.110  2.777  0.199
H  -0.901  5.211  -0.837
H  -1.357  5.608  0.939
H  -2.594  4.970  -0.220
H  -2.949  3.469  1.808
H  -2.535  1.252  2.664
H  -0.435  0.144  2.367
H  1.345  1.328  0.751
H  0.488  3.187  -0.536

Cartesian forces (eV/Å) of the 3 atoms listed first:
C 0.7 0.7 -1.9
C 0.6 -0.4 0.4
C -2.5 -2.2 -1.6

* 2S+1: 1
* SMILES string: Cc1ccc(O)cc1.Cc1ccccc1
* strongest force on any atom: 0.095 hartree/bohr

Atom charges from the Mulliken analysis, given in e for atoms 1 to 8: C -1.51; C 1.15; C -0.71; C -0.58; C 0.33; O -0.51; C -0.21; C -0.80

Record 2
The following is a DFT calculation (ωB97M-V/def2-TZVPD) of the molecule C7H11N at a distorted geometry.

Cartesian coordinates (Å):
C  1.428  1.178  0.022
C  2.114  0.002  0.065
C  1.474  -1.396  0.039
C  0.001  -0.954  -0.059
N  -1.373  -1.446  -0.031
C  -2.054  -0.120  0.164
C  -1.305  1.232  -0.065
C  -0.018  1.694  -0.045
H  2.032  2.107  -0.093
H  3.204  0.030  0.029
H  1.865  -1.941  -0.824
H  1.749  -1.990  0.924
H  0.025  -0.260  0.813
H  -0.013  -0.419  -1.000
H  -1.673  -1.917  -0.871
H  -2.400  -0.048  1.207
H  -2.985  -0.023  -0.382
H  -2.078  1.987  -0.072
H  0.050  2.776  -0.243

Cartesian forces (eV/Å) of the 3 atoms listed first:
C 0.2 0.9 -0.5
C -0.8 0.1 -0.2
C -0.4 -0.2 0.2

* 2S+1: 1
* SMILES string: C1=C\CCNC\C=C/1
* strongest force on any atom: 0.026 hartree/bohr

Atom charges from the Mulliken analysis, given in e for atoms 1 to 8: C -0.17; C -0.34; C -0.62; C -0.71; N -0.55; C -0.83; C -0.34; C -0.04

Record 3
The following is a DFT calculation (ωB97M-V/def2-TZVPD) of a cluster of 2 separate species, CH3Br3SSi in total at a distorted geometry.

Cartesian coordinates (Å):
C  0.423  -0.124  -0.848
Si  2.927  0.074  0.205
S  -0.616  -1.438  -0.324
Br  3.884  -0.303  -1.741
Br  3.309  -1.749  1.495
Br  3.891  1.901  1.059
H  0.166  0.931  -0.591
H  0.691  -0.249  -1.820
H  -1.565  -1.012  0.705

Cartesian forces (eV/Å) of the 3 atoms listed first:
C 0.2 2.0 4.7
Si -2.0 -0.9 -0.6
S -1.0 0.1 1.1

* 2S+1: 1
* strongest force on any atom: 0.099 hartree/bohr

Atom charges from the Mulliken analysis, given in e for atoms 1 to 8: C -0.69; Si 0.61; S -0.17; Br -0.21; Br -0.21; Br -0.20; H 0.37; H 0.34

Record 4
The following is a DFT calculation (ωB97M-V/def2-TZVPD) of the molecule C5H3ClF2 at a distorted geometry.

Cartesian coordinates (Å):
C  -3.652  -1.027  0.015
C  -2.588  -0.453  -0.152
C  -1.276  0.195  -0.006
F  -1.313  1.517  -0.223
C  -0.148  -0.445  0.244
C  1.174  0.165  0.569
F  1.275  1.419  -0.008
Cl  2.495  -0.834  -0.242
H  -4.594  -1.533  0.144
H  -0.061  -1.506  0.382
H  1.523  0.176  1.659

Cartesian forces (eV/Å) of the 3 atoms listed first:
C 1.6 0.9 -0.4
C -0.7 -0.6 1.0
C -1.3 -0.4 -1.0

* 2S+1: 1
* SMILES string: C#C/C(F)=C/[C@H](F)Cl
* strongest force on any atom: 0.036 hartree/bohr

Atom charges from the Mulliken analysis, given in e for atoms 1 to 8: C 0.02; C -0.39; C 0.21; F -0.22; C -0.46; C 0.30; F -0.23; Cl -0.20

Energy above the lowest of the compared OMol25 structures with the same formula, charge and spin? In order: 55.8 99.7 57.8 0.0 kcal/mol.
Gap between HOMO and LUMO? In order: 8.907 9.237 7.141 10.192 eV.
E_tot? In order: -16822.8139 -8923.4050 -229927.2543 -23187.9270 eV.